The following is a quantum chemistry calculation of a single C7H9N molecule, from OMol25.

Results
E = -326.74804 hartree
ΔE to the lowest compared entry with this formula, charge and spin = 89.7 kcal/mol
Net charge = 0
LUMO level = 1.03 eV
SMILES = [H]/N=C/[C@@H](C#C)C(=C)C
Gap between HOMO and LUMO = 10.553 eV

CARTESIAN COORDINATES (ANGSTROEM)
C: 2.310 0.648 1.479
N: 0.894 -2.363 -1.150
C: -2.227 0.248 0.552
H: -0.193 -1.547 0.795
C: -0.510 1.484 -0.810
H: -2.052 -0.203 1.455
H: 3.070 1.334 1.797
H: 1.695 -0.409 -1.357
C: 1.346 0.046 1.141
H: 1.319 -2.707 -2.011
C: 0.310 -0.657 0.368
H: -1.147 2.377 -0.795
C: 1.025 -1.158 -0.845
H: 0.561 1.651 -1.079
H: -2.868 -0.348 -0.129
H: -2.743 1.208 0.659
C: -0.790 0.398 -0.070

Force components x, y, z for each atom (eV/Å):
C 1.295 1.372 0.751
N -0.566 -1.006 -0.320
C 1.049 0.788 -3.239
H 0.486 0.658 0.278
C 1.566 -0.232 1.284
H -0.312 -1.235 2.386
H -0.122 -0.422 -0.013
H -0.734 -0.666 0.238
C -1.493 -1.219 -0.418
H 0.333 0.542 0.196
C -1.129 1.038 -0.517
H -0.029 -0.698 -0.525
C 1.003 0.406 -0.929
H -1.037 -0.044 -0.122
H 0.416 -0.066 0.596
H 0.404 -0.084 0.085
C -1.131 0.869 0.267



The following is a quantum chemistry calculation of a single C11H18 molecule, from OMol25.

Results
E = -429.75343 hartree
ΔE to the lowest compared entry with this formula, charge and spin = 117.5 kcal/mol
Net charge = 0
LUMO level = 0.79 eV
SMILES = CC(C)=C1C(=C(C)C)C1(C)C
Gap between HOMO and LUMO = 8.919 eV

CARTESIAN COORDINATES (ANGSTROEM)
C: 2.099 -2.093 0.001
C: -2.005 -0.707 0.114
H: 3.244 0.342 1.195
H: 3.104 -2.485 0.326
H: -3.009 -2.389 0.719
H: -2.656 -2.430 -1.127
H: 0.963 2.587 -1.284
C: 0.763 -0.098 -0.093
C: -0.007 1.979 -1.350
H: 1.224 2.467 1.151
H: 1.284 -2.622 0.518
H: -3.999 -0.418 0.661
H: -0.033 1.313 2.083
H: 3.021 1.208 -0.493
H: -2.864 1.088 0.902
C: -3.169 0.251 0.272
H: -3.233 0.936 -0.677
C: 0.170 2.015 1.205
H: -1.232 -2.655 -0.035
C: -0.027 1.187 -0.037
C: -2.247 -2.254 -0.087
C: 1.990 -0.616 0.044
H: 0.168 1.198 -2.183
C: -0.858 -0.094 -0.094
H: -0.616 2.759 1.516
H: 2.105 -2.509 -1.103
C: 3.238 0.289 0.101
H: 4.145 -0.319 -0.278
H: -0.944 2.511 -1.425

Force components x, y, z for each atom (eV/Å):
C 1.482 -2.255 -1.843
C 0.068 -0.009 -1.647
H 1.057 1.094 -0.147
H -0.992 0.462 0.263
H 0.832 -1.231 -0.693
H 0.180 0.127 1.294
H -1.666 -0.207 -0.455
C -2.845 0.443 0.279
C 2.147 -1.576 -0.134
H -1.633 -0.568 0.581
H 0.406 0.286 -0.082
H 0.154 1.814 -0.776
H 1.270 0.606 -0.841
H 0.612 -0.559 0.918
H -0.314 -0.538 0.995
C 0.125 0.194 -0.980
H -1.016 -2.054 1.076
C -0.453 -0.310 2.007
H -0.584 -0.696 0.481
C -0.179 -0.705 -0.927
C -0.265 3.083 -0.126
C -1.561 0.512 -1.441
H -0.627 1.495 0.999
C 5.145 -0.123 1.001
H 0.764 -0.055 -1.244
H -0.277 0.973 1.799
C -0.586 -2.073 -0.423
H -1.354 1.299 0.572
H 0.110 0.571 -0.503



The following is a quantum chemistry calculation of a molecular structure, C39H51BrN3OP2RuSTe, from OMol25.

Results
E = -5773.33837 hartree
Spin multiplicity = 6
Net charge = +2
LUMO level (alpha / beta) = -4.35 / -7.90 eV
<S²> = 8.81
Gap between HOMO and LUMO (alpha / beta) = 7.980 / 4.454 eV

CARTESIAN COORDINATES (ANGSTROEM)
C: 10.107 13.310 11.746
C: 11.721 14.113 14.816
H: 9.079 18.585 11.566
H: 9.660 20.329 8.331
H: 14.746 19.780 10.916
C: 11.790 22.623 7.506
C: 8.483 15.028 12.416
H: 14.671 18.692 7.319
H: 14.008 13.032 15.586
C: 12.327 10.330 9.735
C: 13.012 22.927 6.950
C: 11.081 7.276 11.613
C: 10.970 19.293 12.311
H: 13.222 15.847 8.133
H: 15.028 22.094 6.605
H: 11.456 6.267 11.355
N: 12.458 11.066 8.671
C: 11.333 21.335 13.637
C: 14.992 12.365 13.720
C: 12.473 15.015 8.146
H: 15.608 14.904 11.794
C: 7.423 14.410 11.752
H: 12.888 10.526 7.887
H: 13.985 15.335 11.675
H: 14.719 12.422 9.776
H: 9.666 17.594 12.761
N: 12.115 13.416 10.055
H: 8.318 15.920 13.048
P: 12.174 12.449 14.180
C: 10.811 22.353 14.534
H: 11.447 15.329 7.781
C: 7.751 13.192 11.092
C: 9.055 12.678 11.039
C: 10.174 21.225 8.686
C: 12.611 20.538 8.416
H: 10.085 21.170 9.763
H: 12.062 12.739 9.225
C: 13.376 24.218 6.340
H: 9.213 11.776 10.479
C: 12.204 14.700 9.649
H: 11.635 11.367 16.179
H: 6.922 12.622 10.655
Ru: 12.038 12.593 11.937
H: 10.956 23.266 7.353
H: 10.655 14.100 15.036
C: 12.653 21.412 13.086
C: 14.936 19.669 7.768
H: 11.231 10.229 14.970
Te: 12.229 18.747 9.546
H: 15.307 11.207 10.887
C: 13.057 20.497 12.069
H: 15.314 19.467 8.789
P: 14.235 12.984 12.120
H: 15.020 21.177 12.075
H: 9.431 6.398 12.669
C: 10.028 18.155 11.932
H: 14.232 24.740 6.850
H: 8.601 8.555 13.691
H: 13.549 24.075 5.240
H: 11.172 22.243 15.546
H: 15.802 19.955 7.178
H: 11.017 23.387 14.112
H: 9.567 22.124 8.391
H: 9.460 20.448 13.405
C: 14.694 14.730 12.317
H: 15.791 12.997 14.105
C: 9.413 8.517 12.935
H: 12.792 14.233 7.433
H: 14.175 21.445 10.563
H: 14.762 15.041 13.323
H: 15.422 11.392 13.560
C: 15.225 12.315 10.779
C: 11.574 8.440 11.156
H: 13.428 22.131 13.351
H: 9.317 10.652 12.696
C: 12.182 19.537 11.640
H: 12.233 14.436 15.718
H: 9.738 22.119 14.669
H: 10.608 15.253 12.578
S: 12.844 8.610 10.006
H: 16.220 12.778 10.806
C: 11.188 11.287 15.216
H: 12.580 24.941 6.527
C: 13.899 12.242 14.827
H: 11.924 14.849 14.062
N: 11.641 10.765 10.875
O: 12.136 15.725 10.399
C: 10.492 20.279 13.130
H: 13.906 11.237 15.275
C: 13.841 20.760 7.751
C: 9.950 7.352 12.451
C: 14.050 21.936 7.035
C: 9.858 9.738 12.406
C: 10.976 9.712 11.489
C: 14.338 20.711 11.337
Br: 5.732 15.189 11.495
H: 10.446 17.491 11.147
C: 9.793 14.589 12.219
H: 10.152 11.729 15.237
C: 11.570 21.445 8.189

Force components x, y, z for each atom (eV/Å):
C -1.158 1.310 -0.735
C -0.379 -0.460 0.478
H 0.393 -0.035 -0.279
H 0.210 -0.004 -0.405
H 0.022 0.401 0.264
C 0.613 -0.165 -0.582
C -0.349 1.116 -0.154
H -0.488 0.489 0.275
H 0.133 -0.573 -0.044
C 0.261 0.250 -0.840
C 2.235 -1.535 0.638
C -1.238 -1.717 1.014
C -1.311 -0.583 -1.360
H -0.887 -0.589 -0.169
H -0.031 0.169 -0.188
H -0.123 0.940 -0.032
N 0.383 -2.210 0.968
C 1.902 -1.551 -2.718
C -0.924 -0.297 0.379
C -1.078 0.351 0.108
H 1.132 -0.058 -0.004
C 1.519 -1.392 -0.412
H -0.303 0.543 0.817
H 0.304 -0.366 1.137
H 0.550 0.410 1.100
H 0.379 -0.599 0.892
N 0.015 1.412 -2.300
H 0.000 -0.423 -0.748
P -0.151 0.162 1.813
C -1.234 1.048 0.125
H 1.268 0.181 0.131
C -0.539 0.250 0.107
C -0.370 0.521 0.720
C -1.075 1.013 -0.049
C 0.198 0.367 -0.484
H 0.284 0.062 0.545
H 0.183 1.126 1.580
C 0.038 1.418 -0.463
H 0.042 -0.344 -0.084
C 0.674 0.221 0.161
H 0.092 0.183 1.111
H 0.476 0.274 -0.157
Ru -1.523 -0.514 -1.321
H -0.423 0.616 0.006
H -0.086 0.177 -0.184
C -0.526 -1.598 -0.286
C 0.014 0.106 0.263
H -0.167 0.138 -0.509
Te 0.234 0.796 1.018
H 0.118 0.724 0.231
C -0.201 1.440 0.177
H -0.228 0.125 -0.371
P 1.734 0.521 1.099
H 0.165 -0.447 -0.654
H 0.536 0.628 0.171
C -0.122 0.986 -1.381
H -0.362 -1.009 -0.691
H 0.540 -0.311 -0.852
H 0.008 0.484 1.025
H 0.642 0.248 0.240
H 0.086 0.373 0.024
H -0.465 -1.163 0.835
H 0.325 -1.054 0.251
H -0.253 -0.997 0.134
C -1.532 0.446 -2.846
H 0.058 0.185 -0.425
C -0.439 2.382 -0.033
H -0.029 0.000 0.818
H 0.097 0.172 -0.465
H -0.155 0.368 1.046
H 0.186 -0.461 -0.210
C 0.031 -0.835 -1.133
C 0.164 1.105 -0.710
H -0.547 0.139 0.328
H 0.670 -0.314 -0.343
C -0.773 -1.223 -0.988
H 0.206 -0.350 0.207
H 0.235 0.803 -0.264
H -0.711 -0.566 -0.219
S 0.087 0.500 -0.766
H -0.186 -0.286 -0.273
C -0.720 1.171 -0.558
H -0.239 -0.070 -0.550
C -0.062 -0.097 -0.542
H 0.042 0.346 -0.415
N -1.482 -1.575 0.158
O 0.103 -1.507 -0.461
C 1.282 2.221 1.721
H 0.284 0.471 0.123
C 0.627 -1.240 -0.041
C 0.183 -2.365 -0.174
C -1.455 0.036 0.768
C 0.478 -0.278 0.323
C 0.569 0.611 -0.078
C 0.485 0.426 1.073
Br 0.173 -0.149 0.403
H -0.312 0.126 0.681
C 0.512 -0.019 1.519
H 0.871 -0.867 0.039
C -0.414 -0.888 0.905



The following is a quantum chemistry calculation of 3 unconnected molecules or ions with the total composition C2H4N2O2, from OMol25.

Results
E = -338.14723 hartree
ΔE to the lowest compared entry with this formula, charge and spin = 317.5 kcal/mol
Net charge = 0
LUMO level = -4.35 eV
Gap between HOMO and LUMO = 4.335 eV

CARTESIAN COORDINATES (ANGSTROEM)
C: 1.287 -1.288 -0.009
N: 0.849 1.467 -0.031
H: -2.406 0.959 0.079
H: -1.037 1.058 -1.176
O: -1.585 1.552 0.530
C: -0.341 1.414 -0.161
O: 1.942 -0.896 -0.966
N: -0.005 -1.132 -0.043
H: 1.505 -2.910 1.380
H: -0.210 -0.225 0.397

Force components x, y, z for each atom (eV/Å):
C 0.181 0.654 -5.082
N -0.393 1.188 0.269
H 3.584 2.318 1.500
H 2.656 -0.016 0.297
O -1.923 -1.836 -0.081
C -3.435 -0.140 -2.358
O 1.203 -1.856 3.526
N -1.470 -1.057 2.337
H -0.168 1.883 -1.368
H -0.234 -1.138 0.959



The following is a quantum chemistry calculation of a single C6H5ClO molecule, from OMol25.

Results
E = -766.96634 hartree
ΔE to the lowest compared entry with this formula, charge and spin = 51.8 kcal/mol
Net charge = 0
LUMO level = 0.94 eV
SMILES = O=C1[C@H]2C=C[C@@H]1[C@H]2Cl
Gap between HOMO and LUMO = 10.530 eV

CARTESIAN COORDINATES (ANGSTROEM)
C: -0.448 -0.188 1.127
H: 0.123 -2.013 -0.208
C: -1.803 -0.555 -0.756
H: -2.741 -0.487 -1.399
H: -0.181 -0.177 2.176
H: -0.052 0.044 -1.994
C: -1.872 -0.696 0.596
O: -0.142 2.233 0.040
C: -0.449 -0.088 -1.023
H: -2.727 -1.036 1.272
C: 0.303 -0.920 0.020
C: -0.360 1.067 0.095
Cl: 2.029 -0.348 -0.031

Force components x, y, z for each atom (eV/Å):
C -2.203 -0.560 -1.761
H 0.751 1.075 0.931
C -3.193 0.104 0.757
H 1.693 -0.509 0.644
H -0.032 -0.100 -0.047
H 0.268 0.153 -0.905
C -0.158 0.124 1.350
O -0.538 -0.974 0.666
C 0.175 0.905 1.174
H 1.280 0.815 -1.225
C 1.260 -0.484 -0.948
C 0.668 0.267 -0.745
Cl 0.027 -0.816 0.109



The following is a quantum chemistry calculation of a molecular structure, C5H6CuLiO4, from OMol25.

Results
E = -2142.99002 hartree
Spin multiplicity = 3
Net charge = 0
LUMO level (alpha / beta) = -0.12 / -3.18 eV
<S²> = 2.00
Gap between HOMO and LUMO (alpha / beta) = 7.438 / 4.412 eV

CARTESIAN COORDINATES (ANGSTROEM)
H: -0.410 1.763 -0.871
O: -0.010 -2.181 0.881
H: 2.031 0.519 0.608
O: -1.951 -2.536 -0.225
O: 2.354 -1.044 -1.503
O: -1.721 -0.076 0.495
H: -1.452 1.676 1.549
C: 0.125 1.526 0.063
H: -0.273 0.360 1.821
Li: 1.772 -1.713 0.130
H: 0.806 0.129 -2.200
Cu: -2.537 -0.383 -1.177
C: -0.859 0.891 1.048
C: 1.487 -0.078 -1.350
C: -1.112 -2.005 0.457
C: 1.314 0.656 -0.216
H: 0.435 2.495 0.490

Force components x, y, z for each atom (eV/Å):
H 0.102 -0.033 0.126
O -0.882 1.232 0.726
H -0.112 0.142 -0.235
O -0.108 1.922 1.070
O -0.584 0.224 0.470
O -0.115 -1.712 -0.266
H -0.048 -0.350 -0.198
C 0.127 0.260 -0.114
H -0.191 0.287 -0.097
Li 0.030 0.370 -0.489
H 0.086 -0.007 0.120
Cu 0.279 0.158 0.367
C 0.464 0.320 0.412
C 0.390 -0.424 -0.107
C 0.810 -1.795 -1.868
C -0.138 -0.367 0.171
H -0.111 -0.226 -0.090



Max |F|
In order: 3.5 5.2 3.7 5.1 3.3 2.7
Unit: eV/Å